(i)
# C28H36FN6O9SScSe

C28H36FN6O9SScSe as an isolated structure (ωB97M-V with the def2-TZVPD basis set, the Open Molecules 2025 dataset).

The value obtained for the HOMO energy is -1.2 eV. Its net charge is -2.

Positions of all 83 atoms, in Å:
1 Sc -0.0882 0.3972 -0.3835
2 C 1.6987 0.6684 4.2370
3 C 1.0854 0.1895 2.9065
4 O 1.0773 1.0469 1.9832
5 C 0.5935 -1.1159 2.9293
6 C -0.1231 -1.7237 1.7967
7 C 0.3696 -2.9941 1.0984
8 N -1.2327 -1.2485 1.3039
9 N -2.0131 -0.4746 2.1699
10 C -2.1848 0.7767 1.8642
11 O -1.5050 1.4733 1.0507
12 C -3.1648 1.5128 2.7369
13 C -3.7395 0.9345 3.8671
14 C -4.6264 1.6533 4.6545
15 C -4.9628 2.9610 4.3197
16 C -4.3960 3.5407 3.1921
17 C -3.5000 2.8228 2.4108
18 H 2.2078 1.6170 4.0658
19 H 0.9022 0.8301 4.9678
20 H 2.4025 -0.0549 4.6575
21 H 0.6981 -1.6565 3.8669
22 H 0.8801 -3.6520 1.8086
23 H -0.5126 -3.5295 0.7476
24 H 1.0294 -2.8242 0.2525
25 H -3.4677 -0.0849 4.1071
26 H -5.0595 1.1931 5.5365
27 H -5.6580 3.5222 4.9347
28 H -4.6510 4.5597 2.9219
29 H -3.0307 3.2536 1.5356
30 C 2.7995 -2.5007 -3.5607
31 S 1.8488 -1.2229 -2.7057
32 C 1.8129 -0.0417 -4.0492
33 O 0.4613 -1.7533 -2.5743
34 H 2.2637 -2.8011 -4.4621
35 H 2.8857 -3.3468 -2.8804
36 H 3.7894 -2.1122 -3.8033
37 H 2.8200 0.3465 -4.2115
38 H 1.1559 0.7600 -3.7111
39 H 1.4109 -0.5234 -4.9415
40 C -4.5505 -2.9177 -5.0029
41 N -4.3258 -3.6124 -3.7614
42 C -4.7548 -4.8850 -3.4287
43 C -4.3266 -5.1299 -2.1722
44 N -3.6417 -4.0132 -1.7458
45 C -2.9850 -3.8118 -0.4690
46 C -3.6300 -3.0509 -2.7210
47 Se -2.8357 -1.4335 -2.5845
48 H -5.1284 -3.5616 -5.6654
49 H -3.5964 -2.6578 -5.4630
50 H -5.0862 -1.9860 -4.8171
51 H -5.3212 -5.4982 -4.1069
52 H -4.4492 -5.9993 -1.5511
53 H -3.1229 -4.7062 0.1379
54 H -3.3925 -2.9355 0.0356
55 H -1.9260 -3.6155 -0.6302
56 O -1.0514 0.9614 -1.6766
57 C 4.0828 0.2313 -0.0954
58 C 3.2066 -0.8297 0.4919
59 C 3.7858 -1.9396 1.3459
60 O 2.0037 -0.7748 0.3862
61 H 5.1413 0.0703 0.1020
62 H 3.7461 1.1641 0.3607
63 H 3.8983 0.3249 -1.1656
64 H 4.8621 -1.8649 1.4918
65 H 3.5377 -2.9056 0.9005
66 H 3.2393 -1.8922 2.2939
67 F 4.1236 6.8794 -4.6323
68 C 4.5422 5.7452 -4.0366
69 C 3.8276 5.1760 -3.0546
70 N 4.2450 4.0477 -2.4022
71 C 3.3642 3.4373 -1.4013
72 C 2.1099 2.8020 -2.0714
73 O 1.7153 3.4302 -3.0674
74 O 1.6375 1.7772 -1.5440
75 C 5.3668 3.3697 -2.8053
76 O 5.7551 2.3214 -2.3234
77 N 6.0725 3.9874 -3.8278
78 C 5.7775 5.1651 -4.5047
79 O 6.5144 5.5972 -5.3735
80 H 2.8793 5.5776 -2.7330
81 H 3.0206 4.2274 -0.7319
82 H 3.9584 2.7314 -0.8378
83 H 6.9105 3.5060 -4.1152

=====

(ii)
# C28H36FN6O9SScSe

C28H36FN6O9SScSe as an isolated structure (ωB97M-V with the def2-TZVPD basis set, the Open Molecules 2025 dataset).

The value obtained for the HOMO energy is -1.2 eV. Its net charge is -2.

Positions of all 83 atoms, in Å:
1 Sc 0.0611 -0.5293 -0.3912
2 C -3.1882 -4.0927 -1.0694
3 C -2.0386 -3.3274 -0.4367
4 O -1.8115 -2.1880 -0.8932
5 C -1.2487 -3.9873 0.5327
6 C -0.1358 -3.2803 1.0340
7 C 1.2000 -3.9633 1.0560
8 N -0.2243 -2.0310 1.4571
9 N -1.5060 -1.7516 2.0081
10 C -2.0886 -0.6695 1.6189
11 O -1.7221 0.1513 0.6987
12 C -3.3564 -0.3222 2.3493
13 C -4.0710 0.8077 1.9596
14 C -5.2420 1.1666 2.6155
15 C -5.7178 0.3997 3.6705
16 C -5.0121 -0.7346 4.0599
17 C -3.8436 -1.0929 3.4054
18 H -3.0580 -4.1221 -2.1526
19 H -4.1124 -3.5488 -0.8629
20 H -3.2739 -5.1067 -0.6747
21 H -1.2679 -5.0720 0.5486
22 H 1.0418 -5.0447 1.1148
23 H 1.8009 -3.6453 1.9100
24 H 1.7863 -3.7793 0.1611
25 H -3.6856 1.3827 1.1267
26 H -5.7878 2.0474 2.2955
27 H -6.6329 0.6781 4.1818
28 H -5.3793 -1.3447 4.8786
29 H -3.2823 -1.9739 3.6872
30 C 1.0060 2.7289 3.2807
31 S 0.5735 1.5932 1.9418
32 C -0.1033 2.8316 0.8510
33 O 1.8906 1.1550 1.3618
34 H 1.6829 3.4916 2.8929
35 H 1.5012 2.1421 4.0529
36 H 0.0972 3.1789 3.6805
37 H -1.0186 3.2124 1.3070
38 H -0.3786 2.3630 -0.0916
39 H 0.6287 3.6183 0.6704
40 C 3.2723 -1.4757 3.6538
41 N 4.4172 -2.2004 3.1315
42 C 5.3609 -2.9130 3.8373
43 C 6.2300 -3.4252 2.9387
44 N 5.8069 -3.0199 1.6869
45 C 6.4085 -3.3449 0.4173
46 C 4.6789 -2.2524 1.7915
47 Se 3.6576 -1.5125 0.4989
48 H 3.2683 -1.5678 4.7391
49 H 2.3494 -1.8748 3.2307
50 H 3.3345 -0.4290 3.3535
51 H 5.3343 -3.0042 4.9083
52 H 7.0984 -4.0426 3.0832
53 H 7.2635 -3.9967 0.5921
54 H 6.7249 -2.4341 -0.0919
55 H 5.6753 -3.8392 -0.2202
56 O 1.1677 -1.3306 -1.5078
57 C 3.9081 1.7482 -1.3659
58 C 2.5972 1.3344 -2.0031
59 C 2.5879 0.4618 -3.2194
60 O 1.5501 1.6603 -1.4841
61 H 4.7874 1.3501 -1.8685
62 H 3.8765 1.4031 -0.3321
63 H 3.9468 2.8404 -1.3602
64 H 3.5729 0.3428 -3.6724
65 H 1.8538 0.8264 -3.9400
66 H 2.1672 -0.4929 -2.8484
67 F -2.0434 6.6691 -4.4214
68 C -2.6450 5.4830 -4.6529
69 C -2.0697 4.3323 -4.2715
70 N -2.6343 3.1091 -4.5078
71 C -1.9358 1.9118 -4.0216
72 C -1.5931 1.9492 -2.5036
73 O -1.6898 3.0438 -1.9197
74 O -1.1487 0.8557 -2.1192
75 C -3.8619 3.0035 -5.1135
76 O -4.4332 1.9593 -5.3586
77 N -4.4337 4.2209 -5.4633
78 C -3.9305 5.5048 -5.3038
79 O -4.5553 6.4829 -5.6794
80 H -1.1302 4.3140 -3.7399
81 H -0.9932 1.8190 -4.5642
82 H -2.5428 1.0419 -4.2434
83 H -5.3388 4.1472 -5.9016

=====

Q: Which of them is the most stable? A: (ii).

=====

(i)
# C2H4OS3

An isolated molecule of C2H4OS3 (ωB97M-V with the def2-TZVPD basis set, the Open Molecules 2025 dataset).

The value obtained for the HOMO energy is -8.7 eV.

Positions of all 10 atoms, in Å:
1 C -0.0296 -1.4015 -0.1368
2 C 0.1655 1.3183 0.4387
3 O -2.0996 0.3269 -0.7381
4 S 1.6631 -0.9054 -0.4345
5 S 1.3707 1.1067 -0.8869
6 S -1.1711 -0.0321 0.3495
7 H -0.2950 -2.0059 -0.9243
8 H 0.0689 -2.0554 0.6859
9 H 0.7517 1.3284 1.4128
10 H -0.4247 2.3202 0.2338

=====

(ii)
# C2H4OS3

An isolated molecule of C2H4OS3 (ωB97M-V with the def2-TZVPD basis set, the Open Molecules 2025 dataset).

The value obtained for the HOMO energy is -8.3 eV.

Positions of all 10 atoms, in Å:
1 C 0.1298 1.2572 -0.1421
2 C 0.1197 -1.2754 0.0641
3 H -0.2197 2.3496 -0.3469
4 H -0.2614 1.1627 0.9260
5 H 0.1848 -0.8140 1.2025
6 H -0.3300 -2.4739 0.0499
7 O -2.2623 -0.0463 -0.0481
8 S -1.0171 -0.0627 -0.8764
9 S 1.8311 0.9569 -0.3558
10 S 1.8251 -1.0541 -0.4732

=====

(iii)
# C2H4OS3

An isolated molecule of C2H4OS3 (ωB97M-V with the def2-TZVPD basis set, the Open Molecules 2025 dataset).

The value obtained for the HOMO energy is -9.1 eV.

Positions of all 10 atoms, in Å:
1 C -0.8628 0.1314 -0.2191
2 C 0.0136 -0.2289 -1.3970
3 O 0.6852 -1.5911 1.0788
4 S 0.5488 1.1812 2.4373
5 S -2.2834 0.9025 -0.1923
6 S -0.3324 -0.5943 1.4747
7 H -0.3193 0.4985 -2.1068
8 H 0.0006 -1.2558 -1.7303
9 H 0.9574 -0.1011 -0.9467
10 H 1.5924 1.0575 1.6015

=====

Q: Which of them is the most stable? A: (i).

=====

(i)
# C2H6NO3

A 2-piece molecular cluster, C2H6NO3 overall (ωB97M-V with the def2-TZVPD basis set, the Open Molecules 2025 dataset).

The value obtained for the HOMO energy is -4.4 eV. Its net charge is -1.

Positions of all 12 atoms, in Å:
1 O -0.8159 -0.0421 -1.8273
2 C -0.1941 -0.1653 -0.7623
3 O 0.2661 -1.2567 -0.2939
4 C 0.0863 1.0699 0.1298
5 N -0.9311 2.1189 -0.0748
6 H 1.0674 1.4944 -0.0962
7 H 0.1994 0.6466 1.1228
8 H -1.0651 2.0962 -1.0840
9 H -1.8314 1.7145 0.1899
10 H 1.4697 -2.5267 2.3225
11 H 0.9328 -1.4200 1.4221
12 O 1.4496 -1.5847 2.2487

=====

(ii)
# C2H6NO3

A 2-piece molecular cluster, C2H6NO3 overall (ωB97M-V with the def2-TZVPD basis set, the Open Molecules 2025 dataset).

The value obtained for the HOMO energy is -4.1 eV. Its net charge is -1.

Positions of all 12 atoms, in Å:
1 O 0.0907 -0.8962 -1.1646
2 C 0.2460 -1.3752 -0.0285
3 O 0.5411 -2.5261 0.3462
4 C -0.0845 -0.3966 1.1477
5 N 0.1020 1.0202 0.7903
6 H 0.4731 -0.6537 2.0515
7 H -1.1379 -0.5491 1.3937
8 H 0.1387 1.6070 1.6116
9 H 0.9687 1.0818 0.2666
10 H -0.4928 2.3427 -0.5485
11 H -0.0284 3.5568 -1.3577
12 O -0.8313 3.1028 -1.0845

=====

Q: Which of them is the most stable? A: (i).

=====

(i)
# C17H21N3O3S

An isolated molecule of C17H21N3O3S (ωB97M-V with the def2-TZVPD basis set, the Open Molecules 2025 dataset).

Its SMILES is C[C@H](NCc1ccc(S(N)(=O)=O)cc1)C(=O)NCc1ccccc1. The value obtained for the HOMO energy is -8.8 eV.

Positions of all 45 atoms, in Å:
1 C 1.6381 0.1487 -3.7699
2 H 2.2463 -0.4401 -3.0872
3 H 2.2970 0.7264 -4.4162
4 H 1.0478 -0.5227 -4.3878
5 C 0.7130 1.0751 -2.9805
6 N 1.4998 1.8989 -2.0742
7 H 2.3123 2.2436 -2.5759
8 C 0.7629 3.0238 -1.5050
9 C 0.0011 2.5640 -0.2895
10 C 0.7098 2.2427 0.8648
11 C 0.0530 1.7397 1.9724
12 C -1.3156 1.5626 1.9180
13 C -2.0401 1.8844 0.7889
14 C -1.3777 2.3962 -0.3152
15 H -1.9334 2.6397 -1.2079
16 H -3.1059 1.7259 0.7791
17 S -2.0975 0.7415 3.2880
18 O -2.1994 -0.6538 2.9629
19 O -1.4457 1.1135 4.5105
20 N -3.6534 1.3801 3.2754
21 H -4.3493 0.6527 3.2384
22 H -3.8027 1.9929 4.0604
23 H 0.5765 1.4776 2.8779
24 H 1.7812 2.3747 0.8815
25 H 1.4872 3.7849 -1.2035
26 H 0.0702 3.4719 -2.2354
27 C -0.2931 0.1996 -2.2247
28 O -1.4119 -0.0065 -2.6508
29 N 0.2063 -0.3687 -1.1165
30 H 1.1056 -0.0553 -0.7840
31 C -0.5637 -1.2697 -0.2847
32 C 0.2954 -2.3653 0.2801
33 C 0.1829 -2.7196 1.6184
34 C 0.9698 -3.7338 2.1372
35 C 1.8787 -4.3955 1.3288
36 C 1.9957 -4.0445 -0.0058
37 C 1.2062 -3.0357 -0.5276
38 H 1.2881 -2.7667 -1.5713
39 H 2.7001 -4.5612 -0.6417
40 H 2.4933 -5.1851 1.7359
41 H 0.8742 -4.0065 3.1778
42 H -0.5292 -2.2037 2.2462
43 H -1.3466 -1.6838 -0.9301
44 H -1.0540 -0.7296 0.5329
45 H 0.1264 1.6866 -3.6902

=====

(ii)
# C17H21N3O3S

An isolated molecule of C17H21N3O3S (ωB97M-V with the def2-TZVPD basis set, the Open Molecules 2025 dataset).

Its SMILES is CCCC(=O)Nc1c2c(nn1-c1cccc(C)c1C)CS(=O)(=O)C2. The value obtained for the HOMO energy is -8.7 eV.

Positions of all 45 atoms, in Å:
1 C 0.7538 4.0546 -1.1925
2 C 1.3102 3.6600 0.1220
3 C 0.1281 3.6181 1.0580
4 C -0.9697 2.4487 0.5918
5 O -2.1253 2.5497 0.1069
6 N -0.5620 1.1256 0.6981
7 C -1.2431 -0.0708 0.4078
8 C -2.5010 -0.3075 0.1213
9 C -2.5088 -1.6403 -0.3158
10 N -1.1881 -2.1163 -0.4753
11 N -0.4913 -0.8253 -0.1670
12 C 0.8601 -0.9624 -0.4887
13 C 1.5502 -0.2260 -1.2703
14 C 2.9142 0.0798 -1.3201
15 C 3.6807 -1.0065 -0.9260
16 C 3.0691 -2.0501 0.0795
17 C 1.7927 -2.2259 0.2236
18 C 1.1320 -3.2197 1.0748
19 H 0.1926 -2.9861 0.9749
20 H 1.3926 -4.0836 0.6753
21 H 1.5284 -3.1465 1.9144
22 C 3.9070 -2.9807 0.6904
23 H 3.9207 -2.9958 1.6752
24 H 5.0027 -2.8347 0.4611
25 H 3.7494 -3.8862 -0.0940
26 H 4.8424 -0.9415 -0.9665
27 H 3.3419 0.5922 -1.9562
28 H 0.9243 0.8577 -1.6449
29 C -3.8213 -2.3928 -0.2775
30 H -3.9628 -3.0577 0.5057
31 H -3.8326 -2.7560 -1.3914
32 S -4.9428 -0.9468 -0.4408
33 O -5.1642 -0.4395 -1.6286
34 O -6.0548 -1.3728 0.5033
35 C -3.8239 0.2070 0.5364
36 H -4.0207 0.4584 1.6232
37 H -3.8842 1.2780 -0.0502
38 H 0.4747 1.1232 1.1236
39 H -0.5815 4.5211 1.1636
40 H 0.2097 3.3894 2.1779
41 H 1.8058 2.6593 0.2431
42 H 1.6866 4.5125 0.7538
43 H 1.4603 4.1060 -1.9124
44 H -0.0216 3.1645 -1.6582
45 H 0.0697 5.0656 -1.3295

=====

Q: Which of them is the most stable? A: (i).

=====

(i)
# FHN4

A 2-piece molecular cluster, FHN4 overall (ωB97M-V with the def2-TZVPD basis set, the Open Molecules 2025 dataset).

Its SMILES is [H]/N=N\F.N#N. The value obtained for the HOMO energy is -10.9 eV.

Positions of all 6 atoms, in Å:
1 N -0.8190 -0.1673 -0.8367
2 N 2.1639 -0.1340 0.6511
3 N 2.1099 0.6760 -0.0828
4 N -0.8610 -0.8532 0.0917
5 F -1.5396 -0.3126 1.3412
6 H -1.0542 0.7911 -1.1645

=====

(ii)
# FHN4

A 2-piece molecular cluster, FHN4 overall (ωB97M-V with the def2-TZVPD basis set, the Open Molecules 2025 dataset).

Its SMILES is [H]/N=N\F.N#N. The value obtained for the HOMO energy is -11.4 eV.

Positions of all 6 atoms, in Å:
1 N 0.0220 0.4334 -0.4580
2 N 3.4753 0.7053 -0.3391
3 N 3.0081 0.4682 0.6291
4 N -0.0588 1.5536 -0.2647
5 F -1.4610 1.8974 0.2892
6 H -0.6191 -0.3518 -0.2860

=====

(iii)
# FHN4

A 2-piece molecular cluster, FHN4 overall (ωB97M-V with the def2-TZVPD basis set, the Open Molecules 2025 dataset).

Its SMILES is [H]/N=N\F.N#N. The value obtained for the HOMO energy is -10.3 eV.

Positions of all 6 atoms, in Å:
1 N -1.4267 0.5848 0.1058
2 N 1.8784 -1.8166 -0.5039
3 N 0.8314 -1.9323 -0.6885
4 N -0.3019 0.4952 -0.0835
5 F 0.7120 1.1715 0.3602
6 H -1.6932 1.4974 0.8099

=====

Q: Which of them is the most stable? A: (ii).